Density functional theory data (the ωB97M-V functional and the def2-TZVPD basis) for a 13-piece molecular cluster, H24O16S overall at a distorted geometry.

Computed properties:
- highest occupied orbital energy (eV) = -4.21
- total charge = -2
- E_tot (a.u.) = -1616.49171
- ΔE to the lowest compared entry with this formula, charge and spin (eV) = 3.646
- frontier orbital gap (eV) = 9.21
- lowest unoccupied orbital energy (eV) = 5.00

Last column: Mulliken charge in e.
Atoms and positions in Å:
S: 0.074 -0.124 -0.208  -0.878
O: -0.088 -1.487 -0.694  -0.222
O: -0.382 -0.080 1.146  -0.502
O: 1.448 0.224 -0.272  -0.288
O: -0.666 0.857 -0.938  -0.377
O: 2.919 -0.820 1.515  -0.632
H: 2.642 -1.568 1.906  0.310
H: 2.277 -0.693 0.844  0.272
O: -2.467 0.186 2.731  -0.758
H: -2.776 0.907 2.143  0.403
H: -1.734 0.051 2.043  0.412
O: -0.415 1.928 -3.321  -0.719
H: 0.080 1.479 -3.996  0.272
H: -0.281 1.527 -2.428  0.346
O: -0.488 2.511 2.060  -0.719
H: -0.527 1.461 1.757  0.291
H: -1.060 2.936 1.496  0.420
O: -0.029 -2.396 -3.215  -0.706
H: 0.028 -2.192 -2.217  0.388
H: 0.758 -1.927 -3.707  0.269
O: 1.140 -3.594 -0.045  -0.715
H: 0.576 -2.744 -0.064  0.492
H: 1.956 -3.318 -0.183  0.279
O: -3.234 0.888 -0.709  -0.713
H: -2.210 0.827 -0.744  0.467
H: -3.580 0.191 -0.131  0.299
O: 1.891 2.653 0.396  -0.751
H: 1.332 2.587 1.218  0.400
H: 2.022 1.687 0.116  0.442
O: 0.120 -1.311 3.339  -0.653
H: -0.030 -0.846 2.610  0.489
H: 0.917 -1.819 3.191  0.339
O: -1.504 3.506 -0.225  -0.676
H: -1.297 4.138 -0.949  0.315
H: -1.111 2.762 -0.503  0.439
O: -2.301 -3.043 0.048  -0.707
H: -2.817 -2.980 0.834  0.281
H: -1.553 -2.420 -0.059  0.351
O: 3.731 0.300 -1.767  -0.703
H: 3.487 -0.590 -2.052  0.286
H: 3.152 0.344 -0.966  0.457

Density functional theory data (the ωB97M-V functional and the def2-TZVPD basis) for H24O20S2Zn2 as an isolated structure at a distorted geometry.

Computed properties:
- highest occupied orbital energy (spin up / spin down) (eV) = -3.40 / -3.62
- 2S+1 = 2
- total charge = -1
- E_tot (a.u.) = -5874.32980
- frontier orbital gap (spin up / spin down) (eV) = 4.38 / 4.54
- lowest unoccupied orbital energy (spin up / spin down) (eV) = 0.97 / 0.92

Last column: Mulliken charge in e.
Atoms and positions in Å:
Zn: -1.415 1.488 -2.188  0.206
Zn: 3.732 0.286 0.369  -0.676
S: 0.426 -0.233 -0.205  0.363
O: -0.061 -1.500 -0.625  -0.671
O: 1.922 -0.268 -0.227  -0.024
O: -0.128 0.815 -1.027  0.329
O: 0.094 0.015 1.172  -0.377
S: -3.580 2.635 0.069  1.003
O: -2.505 2.319 -0.925  -0.261
O: -3.604 4.042 0.382  -0.749
O: -4.910 2.229 -0.377  -0.809
O: -3.247 1.792 1.272  -0.595
O: -0.600 2.573 1.608  -0.746
H: -1.393 2.672 1.081  0.274
H: -0.387 1.642 1.550  0.156
O: -1.923 -2.732 1.406  -0.690
H: -1.250 -2.173 1.018  0.307
H: -2.622 -2.755 0.753  0.322
O: 0.876 -1.051 3.427  -0.765
H: 0.102 -1.051 3.990  0.327
H: 0.562 -0.713 2.588  0.319
O: 2.815 0.799 2.172  -0.159
H: 2.027 0.455 2.592  0.272
H: 3.208 1.371 2.832  0.231
O: 2.090 -3.610 -0.832  -0.702
H: 1.559 -4.370 -0.594  0.321
H: 1.604 -2.860 -0.489  0.275
O: -0.274 3.195 -2.548  -0.365
H: 0.407 3.542 -1.973  0.272
H: -0.699 3.971 -2.913  0.327
O: -2.125 -0.099 2.728  -0.688
H: -1.481 0.156 2.068  0.381
H: -2.086 -1.055 2.745  0.350
O: -2.452 -0.306 -2.027  -0.402
H: -2.030 -1.159 -2.123  0.242
H: -3.336 -0.508 -1.720  0.282
O: 4.175 -1.701 0.745  -0.170
H: 3.505 -2.361 0.925  0.277
H: 4.998 -2.190 0.743  0.244
O: -0.349 0.347 -3.614  -0.312
H: 0.048 0.758 -4.382  0.254
H: -0.268 -0.593 -3.777  0.240
O: -0.916 -4.072 -1.337  -0.633
H: -0.475 -4.299 -2.156  0.310
H: -0.693 -3.153 -1.191  0.447
O: 3.597 2.185 -0.287  -0.045
H: 2.790 2.692 -0.200  0.281
H: 4.267 2.835 -0.500  0.225

Density functional theory data (the ωB97M-V functional and the def2-TZVPD basis) for a 12-piece molecular cluster, H25O12 overall at a distorted geometry.

Computed properties:
- highest occupied orbital energy (eV) = -13.16
- total charge = +1
- E_tot (a.u.) = -917.57243
- ΔE to the lowest compared entry with this formula, charge and spin (eV) = 2.613
- frontier orbital gap (eV) = 10.22
- lowest unoccupied orbital energy (eV) = -2.94

Last column: Mulliken charge in e.
Atoms and positions in Å:
O: 1.831 2.526 -2.494  -0.621
H: 0.937 2.620 -2.143  0.304
H: 2.068 3.427 -2.723  0.305
O: 3.520 -1.415 -0.002  -0.638
H: 3.482 -2.178 0.581  0.304
H: 2.478 -2.000 -1.513  0.442
O: 0.653 3.583 1.758  -0.595
H: -3.210 2.334 -1.263  0.269
O: -4.245 -0.346 0.950  -0.597
H: -4.314 0.574 1.252  0.281
H: -3.802 -0.658 1.750  0.320
O: -0.474 1.653 -0.868  -0.648
H: -0.622 0.833 -0.358  0.219
H: 0.957 0.819 -1.318  0.635
O: 0.640 -3.442 1.132  -0.532
H: 0.753 -4.324 1.508  0.268
H: -0.178 -3.570 0.636  0.291
O: 2.578 -1.706 -2.469  -0.373
H: 3.558 -1.840 -2.434  0.476
H: 0.180 2.074 -0.281  0.442
O: 1.552 0.050 -0.993  -0.808
H: 0.858 -0.379 -0.460  0.334
H: 3.364 -0.580 0.449  0.309
O: -2.720 3.124 -1.493  -0.570
H: 2.563 -0.703 -2.163  0.451
H: -3.196 3.840 -1.059  0.293
O: 0.611 -1.013 3.242  -0.625
H: 1.389 -1.569 3.155  0.285
H: -0.001 -1.451 3.837  0.315
O: -0.933 -0.584 0.666  -0.660
H: -1.703 -1.153 0.433  0.340
H: -0.890 -0.676 1.628  0.192
O: -2.901 -2.341 0.057  -0.678
H: -3.839 -2.449 0.258  0.335
H: -2.965 -1.522 -0.455  0.325
H: 0.587 4.504 2.065  0.308
H: 0.556 3.272 2.675  0.300